Entry from OMol25: a 14-piece molecular cluster, C28H84O25 overall (wB97M-V/def2-TZVPD).

Positions of all 137 atoms, in Å:
C1 0.5713 4.2433 -2.2341
C2 -0.2712 5.4168 -1.7554
O1 -1.6888 5.2203 -2.0138
O2 0.1815 3.0586 -1.5434
H1 1.6375 4.3033 -2.0155
H2 0.4549 4.0971 -3.3080
H3 0.1167 6.3451 -2.1748
H4 -0.1131 5.5259 -0.6825
H5 -2.0944 4.7022 -1.3148
H6 -0.2996 2.4862 -2.1455
C3 2.9596 -2.7462 -1.9899
C4 4.1582 -2.1203 -1.2222
O3 4.8941 -3.0676 -0.4660
O4 3.2884 -3.5901 -3.0624
H7 2.3509 -1.9685 -2.4512
H8 2.3862 -3.3395 -1.2777
H9 3.7799 -1.3095 -0.5995
H10 4.7553 -1.5804 -1.9571
H11 4.2571 -3.6175 -0.0040
H12 3.6549 -4.4237 -2.7585
C5 1.4315 3.5313 1.9582
C6 2.4726 4.3900 2.7371
O5 2.7083 5.5380 2.0082
O6 1.8526 3.2762 0.6158
H13 0.5075 4.1081 1.9182
H14 1.1897 2.6047 2.4788
H15 3.4008 3.8792 2.9930
H16 2.0663 4.6215 3.7217
H17 1.8570 5.9685 1.9004
H18 1.1050 3.3750 0.0218
C7 0.1042 -2.4363 -4.2486
C8 1.1187 -2.4287 -5.3919
O7 1.9149 -3.5932 -5.4401
O8 -0.3311 -1.1709 -3.8061
H19 0.4467 -2.9870 -3.3725
H20 -0.7575 -3.0221 -4.5686
H21 1.8215 -1.6192 -5.1945
H22 0.7259 -2.2445 -6.3918
H23 2.3547 -3.6098 -4.5869
H24 -0.6547 -0.7164 -4.5873
C9 -1.7848 1.9907 -4.2328
C10 -1.3004 1.5694 -5.5723
O9 -1.4066 0.2054 -5.7411
O10 -0.9948 1.5067 -3.1312
H25 -2.7792 1.5612 -4.1113
H26 -1.9251 3.0656 -4.1192
H27 -0.2839 1.9488 -5.6770
H28 -1.8858 2.0524 -6.3547
H29 -1.9414 -0.0052 -6.5100
H30 -0.9895 0.5478 -3.1762
C11 -3.3744 -2.2633 3.7369
C12 -4.3638 -2.0307 2.4991
O11 -3.9337 -1.0543 1.5051
O12 -3.5516 -1.1370 4.6369
H31 -2.3814 -2.2237 3.2892
H32 -3.4739 -3.2572 4.1732
H33 -5.4027 -1.7823 2.7161
H34 -4.5454 -2.9291 1.9091
H35 -3.8062 -0.2174 1.9579
H36 -2.8266 -0.5358 4.4512
C13 0.7293 -4.1796 4.5139
C14 1.4370 -2.8104 4.5954
O13 1.3856 -2.3274 5.9021
O14 -0.6737 -4.1720 4.7351
H37 1.2364 -4.8549 5.2030
H38 0.8582 -4.5792 3.5080
H39 0.9918 -2.1311 3.8685
H40 2.5175 -2.9325 4.5187
H41 0.5056 -1.9774 6.0594
H42 -0.7830 -3.8572 5.6354
C15 -0.3154 1.2457 4.5741
C16 -0.3560 2.4815 5.4982
O15 -0.2806 3.6694 4.7489
O16 -1.0203 0.1054 5.1233
H43 0.7033 0.8893 4.4211
H44 -0.7494 1.4552 3.5965
H45 0.4640 2.4026 6.2120
H46 -1.2807 2.4993 6.0751
H47 -0.1842 4.4093 5.3530
H48 -0.7233 -0.0362 6.0251
C17 -1.3942 -4.6565 -0.4466
C18 -1.2194 -4.1243 0.9616
O17 -0.0953 -3.2721 1.0166
O18 -0.3812 -5.6527 -0.7476
H49 -1.3880 -3.8808 -1.2123
H50 -2.3614 -5.1327 -0.6071
H51 -1.2281 -4.9258 1.7002
H52 -2.1302 -3.5705 1.1891
H53 -0.1563 -2.5793 0.3549
H54 0.2028 -5.7635 0.0062
C19 2.6888 1.2550 -4.3127
C20 3.3552 1.4574 -2.9249
O19 4.7403 1.5605 -3.1214
O20 2.7090 2.4664 -4.9812
H55 1.6420 0.9801 -4.1833
H56 3.2895 0.5341 -4.8672
H57 3.2336 0.5741 -2.2980
H58 2.9242 2.3555 -2.4825
H59 5.0836 2.0242 -2.3542
H60 3.6010 2.5999 -5.3099
C21 -3.1140 2.3991 -0.1543
C22 -4.2485 1.9120 0.8302
O21 -3.6976 1.5696 2.0754
O22 -2.6671 3.6925 0.1553
H61 -3.4910 2.2970 -1.1719
H62 -2.2994 1.6801 -0.0678
H63 -4.6511 1.0027 0.3839
H64 -5.0738 2.6062 0.9888
H65 -3.1177 2.2803 2.3590
H66 -2.0960 3.5998 0.9214
C23 3.5192 -0.0524 1.8273
C24 3.5774 0.6087 3.1821
O23 4.9211 1.0783 3.3904
H67 3.5263 0.7098 1.0482
H68 2.5830 -0.6105 1.8083
H69 4.3678 -0.7333 1.7614
H70 3.2727 -0.0557 3.9907
H71 2.8403 1.4110 3.2154
H72 4.9491 1.6157 4.1853
C25 -3.1100 -1.2938 -2.1454
C26 -4.5959 -1.4107 -1.6970
O24 -4.4919 -2.4095 -0.6976
H73 -3.0540 -0.7529 -3.0900
H74 -2.5828 -2.2350 -2.3011
H75 -2.7032 -0.6668 -1.3520
H76 -5.1829 -1.7347 -2.5564
H77 -5.0564 -0.4954 -1.3252
H78 -4.1133 -2.0545 0.1100
C27 -0.1997 -0.2038 0.8077
C28 0.4761 -0.3282 -0.5642
O25 0.1325 -1.6114 -1.1432
H79 0.2203 -0.7950 1.6214
H80 -1.2448 -0.5106 0.7650
H81 -0.1693 0.8583 1.0508
H82 1.5500 -0.1422 -0.5789
H83 0.0655 0.4948 -1.1492
H84 0.0181 -1.3805 -2.0680

**Energy relative to the best compared isomer or geometry (same formula, charge and spin)**: 2.891 eV
**Total charge**: 0
**HOMO-LUMO gap**: 9.546 eV
**HOMO energy**: -9.560 eV
**Total energy**: -81578.6127 eV

Here are the Löwdin charges for atoms 1 to 6, given in e: -0.218, -0.200, -0.071, -0.118, 0.114, 0.121